The following is a quantum chemistry calculation of 2 unconnected molecules or ions with the total composition C14H16N6O7, from the OMol25 dataset.

Each line ends with the Mulliken charge.
Geometry (Å):
C -0.71467 -0.52912 -1.74688  -1.287
C -0.03147 -0.88931 -0.47907  1.549
C -0.20566 -2.30559 0.02490  -1.836
C 1.14515 -0.18893 -0.16281  -0.975
N 2.39964 -0.71736 -0.11920  0.311
C 3.45154 0.25348 0.24196  -0.505
C 4.79349 -0.43102 0.43130  -0.693
O 5.09359 -1.30494 -0.65961  -0.354
C 4.13667 -2.35954 -0.77570  -0.724
C 2.73841 -1.82473 -1.04369  -0.231
H -1.69833 -1.00607 -1.77399  0.303
H -0.82667 0.55980 -1.81907  0.305
H -0.15551 -0.85679 -2.64361  0.344
H -1.20192 -2.45252 0.45678  0.407
H -0.12877 -3.03759 -0.79560  0.413
H 0.53101 -2.54154 0.80872  0.355
H 1.10648 0.88745 0.04635  0.452
H 3.54939 1.01509 -0.55261  0.350
H 3.13663 0.74342 1.16964  0.423
H 5.59486 0.31874 0.40365  0.329
H 4.79001 -0.97206 1.39656  0.341
H 4.47888 -2.94568 -1.64186  0.328
H 4.11646 -2.99219 0.13151  0.341
H 2.00840 -2.62963 -0.92232  0.226
H 2.68786 -1.48081 -2.09674  0.252
O -3.64492 5.22076 0.54379  -0.672
N -3.68841 4.07009 0.14518  0.755
C -3.07301 2.87217 0.46508  0.051
C -3.61136 1.87939 -0.36865  0.976
N -4.49087 2.42194 -1.26780  -0.492
O -4.52731 3.75419 -0.95293  -0.175
C -3.19989 0.49405 -0.19367  -0.941
N -3.95247 -0.62049 -0.74518  0.965
O -5.06424 -0.45837 -1.27678  -0.587
O -3.43189 -1.76374 -0.64367  -0.568
C -2.06191 0.20781 0.60597  0.331
C -1.60594 1.22606 1.45130  -0.605
N -0.99038 1.07224 2.70389  0.885
O -0.42690 0.11957 3.22290  -0.697
O -1.22215 2.25494 3.42672  -0.181
N -1.86796 3.19502 2.65139  -0.493
C -2.11423 2.55443 1.46744  0.357
H -1.82164 -0.81265 0.88637  0.668

Calculated values
**Largest force on an atom**: 3.3 eV/Å
**Kohn-Sham gap**: 5.7 eV
**HOMO**: -7.66 eV



The following is a quantum chemistry calculation of a molecular structure, C65H46AsBr4ClIN4O5SSbSr, from the OMol25 dataset.

Each line ends with the Mulliken charge.
Geometry (Å):
Sr 1.89802 0.86159 -2.18734  0.192
C 2.74799 3.31127 0.88961  -1.419
C 1.53313 2.44857 1.10679  0.492
N 1.77406 1.31360 1.62258  -1.288
N 0.99217 0.21933 1.80123  0.530
C -0.27960 0.08831 1.61409  -0.995
O -1.21982 0.92973 1.42725  -0.760
C -0.68285 -1.35893 1.67182  2.087
C -0.07434 -2.25330 2.54807  -0.654
C -0.48384 -3.57553 2.60066  -1.327
C -1.51450 -4.01859 1.78117  -0.576
C -2.11466 -3.13386 0.89528  -0.905
C -1.69358 -1.81363 0.83283  0.198
C 0.29293 3.10492 0.56621  -0.369
C -0.48272 3.94335 1.35911  0.072
C -1.50918 4.65620 0.75227  -0.680
C -1.75226 4.45121 -0.59939  -1.329
C -0.91854 3.58427 -1.29655  -0.271
N 0.12931 2.98093 -0.74158  1.204
H 3.55319 2.98610 1.54614  0.413
H 2.51775 4.36413 1.05477  0.451
H 3.06141 3.23155 -0.16417  -0.042
H 0.73318 -1.88678 3.16943  0.690
H 0.00015 -4.26459 3.28354  0.358
H -1.84981 -5.04698 1.83414  0.416
H -2.91423 -3.47371 0.24726  0.326
H -2.12023 -1.12554 0.10961  0.206
H -0.27408 4.03853 2.41704  0.609
H -2.10854 5.35256 1.32647  0.483
H -2.56157 4.94878 -1.11587  0.499
H -1.07480 3.37332 -2.34660  0.438
Br 2.31366 8.14860 -3.77558  -0.258
C 1.74363 6.33738 -3.73246  0.341
C 0.58834 5.95388 -4.37021  -0.011
Br -0.51169 7.23638 -5.24039  -0.253
C 0.21811 4.59426 -4.36779  0.314
Br -1.40274 4.01545 -5.18869  -0.264
C 0.96538 3.59941 -3.74306  -0.823
O 0.68056 2.35421 -3.72672  0.539
C 2.14401 4.04066 -2.96985  -0.291
O 2.71972 3.13905 -2.24152  -0.004
C 2.50643 5.36901 -3.04409  -0.001
Br 4.06713 5.82703 -2.05615  -0.268
Cl 1.33398 -3.58229 -7.02610  -0.319
C 1.78740 -2.21306 -6.02670  1.072
C 2.93604 -1.52474 -6.33675  -0.072
C 3.32689 -0.43666 -5.58928  0.238
I 5.02522 0.61863 -6.16051  -0.007
C 2.63321 0.09021 -4.46999  0.390
O 3.00170 1.15392 -3.94860  -0.531
C 1.36034 -0.69133 -4.13364  -0.121
N 0.33379 -0.10805 -3.38985  -0.097
C -0.77249 -0.74074 -3.15643  -0.679
C -1.03536 -2.03708 -3.65468  -1.499
C -0.20406 -2.50768 -4.61307  -0.940
C 0.97899 -1.80204 -4.96528  -0.151
H 3.53598 -1.84279 -7.17810  0.443
H -1.48614 -0.19748 -2.54990  0.783
H -1.88818 -2.60188 -3.30631  0.504
H -0.40306 -3.45136 -5.10487  0.414
S -4.09665 1.42498 0.02129  -0.722
Sb -3.42593 1.16826 2.16470  2.622
C -2.31542 2.12395 3.73058  0.732
C -2.76915 3.33608 4.23310  -0.764
C -2.10316 3.95916 5.27848  -0.655
C -0.99126 3.35950 5.84969  -0.681
C -0.54310 2.14058 5.36348  -0.691
C -1.19527 1.53148 4.30149  -0.108
C -3.83086 -0.79720 2.88993  0.820
C -3.30903 -1.34010 4.05556  -0.323
C -3.76034 -2.57214 4.51442  -0.757
C -4.74028 -3.25922 3.81683  -0.545
C -5.26591 -2.71649 2.65284  -0.567
C -4.81346 -1.49138 2.19276  -0.845
C -5.28219 1.86620 3.13541  -0.143
C -5.57455 1.51997 4.45203  -0.090
C -6.72579 1.97436 5.07736  -0.802
C -7.60747 2.79952 4.39075  -0.380
C -7.32781 3.15708 3.08111  -0.631
C -6.17454 2.68986 2.46111  -0.299
H -3.64825 3.80399 3.80722  0.428
H -2.45609 4.91524 5.64528  0.408
H -0.47045 3.84436 6.66535  0.365
H 0.32573 1.66429 5.79925  0.417
H -0.79829 0.60687 3.90733  0.152
H -2.54201 -0.81496 4.61134  0.255
H -3.33933 -2.99595 5.41839  0.394
H -5.09334 -4.21721 4.17910  0.350
H -6.02736 -3.25237 2.10045  0.399
H -5.21837 -1.05904 1.28401  0.368
H -4.89044 0.88583 5.00822  0.278
H -6.93431 1.69044 6.10288  0.381
H -8.50871 3.15737 4.87490  0.350
H -8.00797 3.80340 2.53877  0.381
H -5.96162 2.95598 1.43209  0.301
O 1.09997 -0.65131 -0.87076  0.573
As 2.00591 -1.74726 -1.70431  0.984
C 3.03248 -2.67837 -0.30644  1.156
C 2.60751 -2.49723 1.00171  0.478
C 3.14683 -3.27590 2.01668  -0.812
C 4.11986 -4.22142 1.72519  -0.871
C 4.57614 -4.36065 0.41574  -1.046
C 4.02745 -3.59297 -0.59443  -0.867
C 1.43164 -3.48461 -2.32912  0.977
C 0.66494 -4.15936 -1.40456  -0.152
C 0.49627 -5.52524 -1.53278  -0.658
C 1.15058 -6.21485 -2.54874  -1.020
C 2.00012 -5.53194 -3.40725  -1.001
C 2.16031 -4.16147 -3.28061  0.403
C 3.65267 -0.71018 -2.08171  -0.166
C 4.02999 -0.07636 -0.88759  1.091
C 5.36729 0.24588 -0.72528  -1.435
C 6.32236 -0.16035 -1.64858  -1.057
C 5.95743 -0.98336 -2.69963  -1.051
C 4.61960 -1.27412 -2.89855  -0.547
H 1.86842 -1.72062 1.22817  -0.140
H 2.79908 -3.13776 3.03302  0.462
H 4.53322 -4.84160 2.51132  0.403
H 5.35723 -5.07672 0.18313  0.422
H 4.39016 -3.71177 -1.61522  0.473
H 0.21335 -3.62324 -0.57401  -0.154
H -0.13078 -6.05078 -0.82348  0.544
H 1.01011 -7.28310 -2.65898  0.361
H 2.54501 -6.05901 -4.18076  0.469
H 2.83281 -3.63172 -3.95015  0.154
H 3.37667 -0.11771 -0.01601  0.112
H 5.66963 0.77348 0.16869  0.596
H 7.36249 0.09016 -1.49331  0.419
H 6.70688 -1.43464 -3.33605  0.516
H 4.31840 -1.95430 -3.69217  0.489

Calculated values
**Largest force on an atom**: 11.0 eV/Å
**Kohn-Sham gap**: 4.4 eV
**Charge**: -2
**Relative energy (zero: lowest compared OMol25 entry of this formula, charge and spin)**: 882.0 kJ/mol
**HOMO**: -1.16 eV



Which value of largest force on an atom does entry 1 give?
3.3 eV/Å



Kohn-Sham gap of number 2 (C65H46AsBr4ClIN4O5SSbSr)?
4.4 eV



What did the first record say?
The following is a quantum chemistry calculation of 2 unconnected molecules or ions with the total composition C14H16N6O7, from the OMol25 dataset.

Each line ends with the Mulliken charge.
Geometry (Å):
C -0.71467 -0.52912 -1.74688  -1.287
C -0.03147 -0.88931 -0.47907  1.549
C -0.20566 -2.30559 0.02490  -1.836
C 1.14515 -0.18893 -0.16281  -0.975
N 2.39964 -0.71736 -0.11920  0.311
C 3.45154 0.25348 0.24196  -0.505
C 4.79349 -0.43102 0.43130  -0.693
O 5.09359 -1.30494 -0.65961  -0.354
C 4.13667 -2.35954 -0.77570  -0.724
C 2.73841 -1.82473 -1.04369  -0.231
H -1.69833 -1.00607 -1.77399  0.303
H -0.82667 0.55980 -1.81907  0.305
H -0.15551 -0.85679 -2.64361  0.344
H -1.20192 -2.45252 0.45678  0.407
H -0.12877 -3.03759 -0.79560  0.413
H 0.53101 -2.54154 0.80872  0.355
H 1.10648 0.88745 0.04635  0.452
H 3.54939 1.01509 -0.55261  0.350
H 3.13663 0.74342 1.16964  0.423
H 5.59486 0.31874 0.40365  0.329
H 4.79001 -0.97206 1.39656  0.341
H 4.47888 -2.94568 -1.64186  0.328
H 4.11646 -2.99219 0.13151  0.341
H 2.00840 -2.62963 -0.92232  0.226
H 2.68786 -1.48081 -2.09674  0.252
O -3.64492 5.22076 0.54379  -0.672
N -3.68841 4.07009 0.14518  0.755
C -3.07301 2.87217 0.46508  0.051
C -3.61136 1.87939 -0.36865  0.976
N -4.49087 2.42194 -1.26780  -0.492
O -4.52731 3.75419 -0.95293  -0.175
C -3.19989 0.49405 -0.19367  -0.941
N -3.95247 -0.62049 -0.74518  0.965
O -5.06424 -0.45837 -1.27678  -0.587
O -3.43189 -1.76374 -0.64367  -0.568
C -2.06191 0.20781 0.60597  0.331
C -1.60594 1.22606 1.45130  -0.605
N -0.99038 1.07224 2.70389  0.885
O -0.42690 0.11957 3.22290  -0.697
O -1.22215 2.25494 3.42672  -0.181
N -1.86796 3.19502 2.65139  -0.493
C -2.11423 2.55443 1.46744  0.357
H -1.82164 -0.81265 0.88637  0.668

Calculated values
**Largest force on an atom**: 3.3 eV/Å
**Kohn-Sham gap**: 5.7 eV
**HOMO**: -7.66 eV



Among the records above, which one has the highest HOMO?
C65H46AsBr4ClIN4O5SSbSr